31
Properties=species:S:1:pos:R:3 method="wB97M-V/def2-TZVPD" molar_mass_g_mol=229.22 de_lowest_kcal_mol=68.02 orbital_gap_ev=6.8
C -1.480 2.672 -0.531
C -1.609 1.242 -0.246
C -0.271 3.325 -0.334
C -0.612 0.571 0.372
C -0.101 -4.016 -0.358
C 0.845 2.472 0.070
C 0.496 1.361 0.930
C -0.811 -0.931 0.490
C 0.211 -1.616 -0.319
N 1.479 -2.321 1.523
N 1.533 -1.730 0.213
N -2.126 -1.482 -0.053
O 0.944 -4.545 -0.454
O -1.215 -4.041 0.070
P 0.063 -1.118 -2.088
H -2.261 3.348 -0.981
H -2.609 0.934 -0.706
H -0.246 4.390 -0.630
H 1.056 2.054 -0.897
H 1.692 2.966 0.511
H 0.035 1.892 1.825
H 1.397 0.811 1.300
H -0.777 -1.257 1.550
H 2.382 -2.222 1.872
H 1.293 -3.264 1.251
H 1.975 -2.391 -0.382
H -1.966 -2.480 0.172
H -1.888 -1.326 -0.988
H -2.918 -0.981 0.246
H 0.936 0.007 -2.233
H 0.912 -2.135 -2.499

=====

38
Properties=species:S:1:pos:R:3 method="wB97M-V/def2-TZVPD" molar_mass_g_mol=223.28 charge=+1 s2=2.008 orbital_gap_ev="5.6 / 6.6" multiplicity=3
C 2.387 -1.581 1.068
C 1.049 -1.400 3.321
C 1.491 2.028 0.435
C 0.041 1.928 2.508
C -2.131 -0.855 -3.968
C -0.471 -1.212 -1.171
C 1.559 -0.707 1.972
C 0.266 1.271 1.025
C -1.287 0.284 -3.315
N 0.456 -0.153 1.125
N -1.216 0.100 -1.861
O -1.755 1.618 -3.571
O -2.208 -0.260 0.835
P -0.811 -1.209 0.735
H 2.048 -2.581 0.980
H 2.335 -1.092 0.061
H 3.429 -1.690 1.536
H -0.025 -1.693 3.322
H 0.976 -0.557 4.116
H 1.849 -2.162 3.644
H 1.655 1.813 -0.719
H 1.450 3.107 0.490
H 2.323 1.589 0.963
H 0.206 2.972 2.317
H 0.690 1.502 3.370
H -1.052 1.688 2.837
H -2.307 -0.651 -5.040
H -3.221 -0.991 -3.636
H -1.626 -1.723 -3.803
H -0.888 -2.102 -1.658
H 0.477 -1.179 -1.557
H 2.141 0.040 2.330
H -0.695 1.366 0.508
H -0.224 0.235 -3.614
H -0.729 0.914 -1.460
H -2.046 -0.111 -1.345
H -1.773 1.780 -4.511
H -2.363 -0.326 1.732